Entry 1:
C18H23N5O3 | wB97M-V/def2-TZVPD

```
49
Properties=species:S:1:pos:R:3:lowdin_charge:R:1
C 0.231 5.204 6.161 -0.05
N -0.371 4.377 5.115 0.03
C 0.320 3.544 4.323 -0.46
O 1.534 3.423 4.437 0.06
C -0.435 2.719 3.250 -0.16
C 0.284 2.752 1.881 -0.05
C -0.521 2.197 0.720 -0.58
N -1.237 3.040 0.012 0.19
O -0.523 1.014 0.435 0.04
N -1.871 3.029 3.105 0.10
C -2.388 4.199 2.728 -0.59
C -3.893 4.286 2.661 0.01
O -1.706 5.167 2.427 0.05
H 0.747 4.569 6.884 0.09
H 0.961 5.883 5.715 0.09
H -0.535 5.787 6.673 0.08
H -1.350 4.502 4.914 0.11
H -0.379 1.686 3.596 0.16
H 0.550 3.784 1.651 0.12
H 1.213 2.188 1.954 0.13
H -1.738 2.659 -0.770 0.12
H -1.251 4.014 0.268 0.10
H -2.518 2.275 3.275 0.15
H -4.179 5.308 2.415 0.09
H -4.320 4.011 3.624 0.08
H -4.258 3.612 1.888 0.09
N -0.149 -7.347 -4.948 0.08
C 0.781 -6.551 -4.306 -0.34
C 1.982 -7.101 -3.873 -0.05
C 2.920 -6.298 -3.223 -0.08
C 2.653 -4.941 -3.015 -0.05
C 1.442 -4.357 -3.443 -0.16
C 1.155 -2.912 -3.223 -0.15
C 1.873 -2.147 -2.289 -0.02
C 1.543 -0.806 -2.112 -0.06
C 0.511 -0.243 -2.858 -0.15
N -0.180 -0.949 -3.763 0.06
C 0.136 -2.245 -3.937 -0.09
C 0.513 -5.200 -4.089 0.01
H -1.095 -6.984 -5.044 0.10
H -0.025 -8.355 -4.893 0.10
H 2.194 -8.150 -4.044 0.10
H 3.861 -6.725 -2.889 0.10
H 3.422 -4.352 -2.529 0.09
H 2.660 -2.572 -1.676 0.10
H 2.062 -0.197 -1.379 0.10
H 0.256 0.801 -2.700 0.10
H -0.436 -2.777 -4.689 0.10
H -0.444 -4.824 -4.427 0.10
```

Summary:
Frontier orbital gap, Eh: 0.306
Relative energy (zero: lowest compared OMol25 entry of this formula, charge and spin), eV: 0.776
SMILES: CNC(=O)[C@H](CC(N)=O)NC(C)=O.Nc1cccc(-c2cccnc2)c1
E_HOMO, eV: -7.85
Calculated total energy, Eh: -1199.27532
Charge: 0

***

Entry 2:
C2H3N3O | wB97M-V/def2-TZVPD

```
9
Properties=species:S:1:pos:R:3:lowdin_charge:R:1
O -0.592 0.870 1.816 0.11
C -0.301 0.297 0.651 -0.51
N 0.708 -0.571 0.505 0.05
N 0.652 -0.911 -0.909 -0.01
C -0.371 -0.181 -1.364 -0.21
N -1.023 0.520 -0.442 0.15
H 0.008 0.523 2.490 0.12
H 1.574 -0.342 -0.339 0.18
H -0.656 -0.205 -2.409 0.11
```

Summary:
Frontier orbital gap, Eh: 0.394
Relative energy (zero: lowest compared OMol25 entry of this formula, charge and spin), eV: 2.548
E_HOMO, eV: -10.03
Calculated total energy, Eh: -317.43867
Charge: 0

***

Entry 3:
C13H27GeN2O4PdS | wB97M-V/def2-TZVPD

```
49
Properties=species:S:1:pos:R:3:lowdin_charge:R:1
Pd 0.763 0.821 -0.333 0.78
O -0.059 -0.464 1.220 -0.37
S -1.369 -0.357 0.537 0.38
O -2.512 -0.483 1.354 -0.19
O -1.351 -1.372 -0.606 -0.42
O -1.306 0.973 -0.281 -0.46
C 4.702 -0.262 3.030 0.00
C 4.181 0.341 1.772 -0.27
C 4.772 1.175 0.845 0.04
C 3.809 1.433 -0.137 -0.31
N 2.691 0.774 0.169 -0.10
N 2.934 0.117 1.334 0.06
C 3.950 2.279 -1.354 -0.02
H 5.734 0.037 3.188 0.09
H 4.656 -1.350 2.980 0.09
H 4.111 0.058 3.888 0.09
H 5.775 1.566 0.875 0.13
H 2.196 -0.409 1.779 0.15
H 4.746 3.005 -1.209 0.09
H 3.024 2.806 -1.575 0.05
H 4.200 1.663 -2.220 0.09
C -2.392 -4.385 -3.481 -0.09
C -1.408 -3.250 -3.734 -0.26
C -0.392 -3.121 -2.592 -0.27
C 0.397 -1.842 -2.619 -0.20
Ge -0.986 -0.267 -2.157 1.17
C -2.842 0.035 -2.780 -0.27
C -3.858 -0.831 -2.047 -0.25
C -5.277 -0.484 -2.525 -0.24
C -5.564 -0.984 -3.938 -0.10
H -3.101 -4.481 -4.302 0.08
H -2.954 -4.208 -2.562 0.07
H -1.867 -5.336 -3.378 0.08
H -1.959 -2.306 -3.823 0.07
H -0.880 -3.412 -4.676 0.12
H 0.310 -3.961 -2.643 0.14
H -0.907 -3.221 -1.638 0.10
H 0.773 -1.530 -3.590 0.07
H 1.086 -1.663 -1.800 0.05
H 1.091 1.776 -1.455 0.03
H -2.792 -0.131 -3.857 0.07
H -2.991 1.100 -2.587 0.08
H -3.788 -0.664 -0.974 0.10
H -3.675 -1.890 -2.244 0.10
H -5.427 0.596 -2.469 0.11
H -5.975 -0.954 -1.831 0.12
H -4.946 -0.485 -4.687 0.07
H -6.604 -0.793 -4.201 0.08
H -5.391 -2.060 -4.012 0.08
```

Summary:
Frontier orbital gap, Eh: 0.274
Relative energy (zero: lowest compared OMol25 entry of this formula, charge and spin), eV: 1.138
E_HOMO, eV: -12.71
Calculated total energy, Eh: -3524.74452
Charge: +1

***

Entry 4:
C3H14NO2S2 | wB97M-V/def2-TZVPD

```
22
Properties=species:S:1:pos:R:3:lowdin_charge:R:1
N 1.891 -1.281 1.250 -0.01
C 1.746 -1.174 -0.251 -0.34
C 0.282 -1.731 -0.527 -0.46
S -1.070 -0.347 -0.155 0.37
S -0.079 1.308 -0.375 0.39
C -0.130 1.703 -2.059 -0.55
H 2.497 -1.968 1.811 0.06
H 0.806 -1.246 1.656 0.11
H 2.165 -0.297 1.590 0.09
H 2.595 -1.753 -0.735 0.10
H 1.884 -0.273 -0.791 0.04
H 0.284 -1.880 -1.674 0.08
H -0.237 -2.628 0.087 0.10
H -0.233 1.080 -2.988 0.07
H 0.657 2.378 -2.442 0.04
H -1.003 2.354 -2.178 0.02
H 3.700 0.220 3.498 0.05
H 4.369 -0.236 2.098 0.02
O 3.550 -0.100 2.599 -0.16
H -5.265 0.155 -1.206 0.05
H -5.137 0.062 0.350 0.04
O -5.215 0.703 -0.390 -0.10
```

Summary:
Frontier orbital gap (alpha / beta), Eh: 0.136 / 0.345
Relative energy (zero: lowest compared OMol25 entry of this formula, charge and spin), eV: 2.556
Spin multiplicity: 2
E_HOMO (alpha / beta), eV: -3.28 / -8.97
Calculated total energy, Eh: -1124.09516
Charge: 0